[1]
Here is an isolated molecule of C4H6N2 from OMol25. Energies are from wB97M-V/def2-TZVPD.

Computed properties:
ΔE to the lowest compared entry with this formula, charge and spin: 95.18 kcal/mol
Total energy: -7221.4637 eV
SMILES: N1[C@H]2[C@@H]1[C@H]1N[C@@H]21
2S+1: 1

Each line ends with the Löwdin charge.
Cartesian coordinates (Å):
1 N -0.8742 -1.2610 -0.3029  0.037
2 C -1.0799 0.1467 -0.1219  -0.186
3 C -0.0184 -0.3860 -1.0263  -0.198
4 C 1.0709 0.3881 -0.1957  -0.199
5 N 1.0374 0.0766 1.2179  0.055
6 C 0.0179 0.9437 0.6790  -0.203
7 H -0.6376 -1.9826 0.3667  0.102
8 H -2.0549 0.5503 -0.3679  0.126
9 H -0.0177 -0.4321 -2.1084  0.128
10 H 1.9637 0.8410 -0.6167  0.127
11 H 0.6638 -0.8550 1.3780  0.082
12 H -0.1116 1.9502 1.0702  0.129

---

[2]
Here is a structure of composition C22H16Br2INO2PdS from OMol25. Energies are from wB97M-V/def2-TZVPD.

Computed properties:
Total energy: -191156.6475 eV
2S+1: 3

Each line ends with the Löwdin charge.
Cartesian coordinates (Å):
1 Pd 1.6800 -0.7937 -0.7342  0.786
2 Br 2.2823 4.2230 -0.0107  0.790
3 C 2.1666 2.8502 1.2938  -0.602
4 C 1.9627 3.1562 2.6295  -0.171
5 C 1.9026 2.1461 3.5657  -0.625
6 Br 1.5842 2.5974 5.3936  0.741
7 C 2.0359 0.7935 3.1974  -0.195
8 C 1.9753 -0.2995 4.0851  -0.026
9 C 2.0208 -1.5794 3.6010  -0.035
10 C 2.1645 -1.7879 2.2222  -0.116
11 N 2.2772 -0.7841 1.3874  0.029
12 C 2.2166 0.4932 1.8194  -0.142
13 C 2.3168 1.5347 0.8156  -0.461
14 O 2.5285 1.2776 -0.4114  -0.150
15 H 1.8466 4.1890 2.9267  0.097
16 H 1.8921 -0.1176 5.1449  0.076
17 H 1.9527 -2.4301 4.2590  0.106
18 H 2.2038 -2.7890 1.7992  0.110
19 I 2.2807 -3.7088 -1.7891  0.689
20 C 3.1481 -1.7426 -2.0222  -0.647
21 H 3.0670 -1.4517 -3.0657  -0.046
22 H 4.1692 -1.7785 -1.6580  -0.044
23 O -0.2861 -1.9413 0.1955  -0.557
24 S -0.6583 -1.7926 -1.2341  0.863
25 C -2.4663 -1.6925 -1.2319  -0.364
26 C -3.1235 -1.4107 -0.0503  -0.075
27 C -4.5038 -1.3227 -0.0444  -0.065
28 C -5.2093 -1.5372 -1.2179  -0.078
29 C -4.5434 -1.8286 -2.3993  -0.074
30 C -3.1609 -1.9054 -2.4102  -0.081
31 C -0.4612 0.0061 -1.5341  -0.444
32 C -0.1600 0.4640 -2.8144  -0.086
33 C -0.0969 1.8302 -3.0499  -0.058
34 C -0.3246 2.7282 -2.0195  -0.078
35 C -0.5995 2.2689 -0.7396  -0.078
36 C -0.6623 0.9068 -0.4857  -0.083
37 H -2.5466 -1.2932 0.8545  0.107
38 H -5.0251 -1.0908 0.8735  0.108
39 H -6.2866 -1.4796 -1.2073  0.104
40 H -5.1024 -2.0008 -3.3073  0.106
41 H -2.6265 -2.1470 -3.3179  0.110
42 H -0.0297 -0.2462 -3.6226  0.114
43 H 0.1425 2.1943 -4.0379  0.110
44 H -0.2616 3.7898 -2.2079  0.104
45 H -0.7633 2.9761 0.0595  0.111
46 H -0.9183 0.5282 0.4988  0.118